128
Properties=species:S:1:pos:R:3:forces:R:3 method="wB97M-V/def2-TZVPD" homo_lumo_gap_ev=7.1 homo_ev=-8.5 max_force_ev_per_a=3.4 charge=0
C -1.219032 -3.258789 4.322778 -0.515 0.007 -0.159
C -2.620231 -3.615540 3.797021 -0.081 -0.593 0.326
O -3.522979 -2.494826 3.737609 0.970 -0.089 -0.282
B -3.307771 -1.674955 2.666290 -0.042 0.667 0.300
O -3.146031 -0.318730 2.899260 0.569 -0.262 -0.507
C -3.284898 -2.131410 1.145104 0.446 0.051 0.683
C -4.393212 -2.412868 0.488572 -0.572 -0.054 -1.294
C -5.788851 -2.368375 1.033849 -0.393 0.124 0.189
C -6.316963 -0.957153 1.464746 0.157 -0.349 -0.464
C -5.648446 0.269776 0.835054 -0.645 0.651 0.736
S -6.331010 0.652180 -0.824769 0.922 -0.022 -0.122
C -5.811354 2.378673 -0.976719 0.412 0.808 0.988
S -6.192139 3.456680 0.197449 -0.261 -0.183 0.000
N -5.066340 2.830605 -2.060697 -2.009 -1.944 -0.179
C -5.760690 3.855924 -2.867309 1.017 0.802 -0.873
C -6.116284 3.351423 -4.277021 -0.394 0.789 0.269
O -5.035957 2.770204 -4.996406 0.432 0.205 0.099
C -3.921495 2.469440 -4.163564 -0.835 -1.351 1.039
C -4.490508 1.764921 -2.901964 0.902 1.132 -0.689
C -4.248308 -2.879571 -0.950551 1.829 1.648 1.034
O -5.083096 -3.556660 -1.419465 -2.424 -1.983 -1.390
C -3.014015 -2.524084 -1.744909 -0.988 0.514 -0.455
P -3.023801 -2.535755 -3.583526 1.082 -1.749 -0.296
N -1.824926 -3.328036 -4.196205 -0.145 0.299 0.991
O -4.373886 -3.242022 -4.109707 -0.018 1.263 0.391
O -3.092709 -0.996746 -4.046132 -1.112 -0.683 -0.121
C -1.920741 -2.208148 -1.069843 0.728 -0.033 0.288
C -0.593730 -1.773519 -1.613054 0.141 1.054 0.013
C -0.430127 -0.249985 -1.263868 -0.069 -0.382 0.686
C 0.657249 0.002407 -0.192140 -0.835 0.201 -0.236
C 1.223162 1.409147 -0.233112 0.446 -1.433 0.046
F 2.226476 1.453141 0.678771 0.336 0.296 0.166
F 0.318523 2.316003 0.143447 -0.484 0.486 -0.015
C 1.822630 1.821581 -1.618383 -0.032 0.441 1.621
F 0.958843 2.588283 -2.237767 -0.828 0.442 -1.019
F 2.140452 0.787258 -2.354229 -0.001 -1.134 -0.780
F 2.928675 2.515691 -1.441480 0.700 0.579 0.120
C -1.984496 -2.282501 0.444311 -2.222 0.393 -1.271
O -0.997787 -2.491025 1.059497 2.638 -0.298 1.569
H -0.885711 -2.257262 4.033276 -0.085 -0.161 -0.121
H -1.224865 -3.310916 5.413141 0.216 0.019 -0.106
H -0.516768 -3.979158 3.896187 0.078 0.096 0.266
H -2.558552 -4.111834 2.819981 -0.022 0.218 0.050
H -3.062066 -4.330148 4.497086 -0.088 0.060 -0.207
H -2.389219 -0.181873 3.487956 -0.572 0.197 0.343
H -5.839128 -3.029447 1.906576 -0.026 0.063 -0.106
H -6.483014 -2.773572 0.296257 0.263 -0.097 -0.025
H -7.375730 -0.920320 1.186644 0.084 -0.014 0.196
H -6.290976 -0.881705 2.555489 0.234 0.179 -0.134
H -5.939175 1.127684 1.450371 0.070 -0.078 -0.153
H -4.558428 0.257989 0.834724 -0.097 -0.221 -0.234
H -5.070676 4.704581 -2.961767 -0.212 -0.036 -0.042
H -6.664066 4.251955 -2.405049 0.138 -0.310 0.259
H -6.434023 4.237187 -4.844112 -0.064 -0.162 0.070
H -6.991543 2.688742 -4.215364 0.363 -0.254 -0.135
H -3.330152 3.342419 -3.863864 -0.010 -0.032 -0.290
H -3.316293 1.713233 -4.661061 0.158 0.385 -0.343
H -3.696139 1.295981 -2.317641 -0.139 -0.221 -0.184
H -5.216028 1.033662 -3.271544 0.106 -0.040 0.290
H -1.280410 -3.682042 -3.412060 0.301 -0.167 -0.462
H -4.245277 -4.184851 -3.921812 -0.188 0.098 -0.247
H -3.497599 -0.982306 -4.933097 0.163 0.315 0.159
H -0.507437 -1.849885 -2.695212 -0.201 -0.354 0.120
H 0.206436 -2.354507 -1.147351 -0.111 0.039 -0.038
H -0.299532 0.346825 -2.167960 0.148 -0.220 0.018
H -1.374945 0.092701 -0.821911 0.099 0.131 -0.205
H 0.163031 -0.099767 0.779603 0.343 0.025 0.035
H 1.468974 -0.727665 -0.214510 0.005 0.187 -0.255
C 4.181997 -0.591126 2.222002 0.186 -0.055 0.303
C 3.425917 -1.891657 2.044302 -0.081 0.477 -0.356
O 3.954046 -2.924849 2.886962 -0.125 -0.186 0.106
C 3.542582 -2.893003 4.156360 0.132 0.106 -0.087
O 2.776212 -2.097508 4.636535 0.023 -0.140 -0.035
O 4.143335 -3.893525 4.809103 -0.192 0.120 -0.041
C 3.841381 -3.944814 6.205511 0.008 -0.115 0.293
H 5.252477 -0.747736 2.078122 -0.036 -0.042 -0.119
H 3.834785 0.151898 1.509186 0.025 -0.031 -0.014
H 4.047452 -0.193301 3.228291 -0.113 -0.003 -0.033
H 3.541330 -2.246999 1.020100 0.113 -0.231 0.118
H 2.357403 -1.761576 2.223566 0.044 -0.059 0.188
H 2.766314 -3.948271 6.375031 0.017 0.130 -0.049
H 4.305824 -3.104528 6.720348 -0.123 0.055 -0.025
H 4.260766 -4.870428 6.591111 0.078 -0.013 -0.196
C 5.249026 3.992396 -0.683042 0.248 -0.142 0.190
C 5.988940 5.282122 -0.396671 -0.335 -0.059 -0.415
O 6.665169 5.224313 0.867257 0.185 0.112 0.050
C 7.835138 4.583067 0.863248 -0.147 -0.063 0.011
O 8.363078 4.071064 -0.090954 -0.008 0.076 0.113
O 8.317239 4.595273 2.110096 -0.003 0.056 -0.092
C 9.547637 3.887396 2.267792 0.231 -0.093 0.131
H 4.583779 3.741292 0.144017 -0.077 0.115 -0.048
H 4.662528 4.082457 -1.594883 0.030 0.081 0.006
H 5.944962 3.160884 -0.800964 0.034 0.064 -0.084
H 5.279699 6.105801 -0.324051 0.097 0.028 0.254
H 6.688927 5.527606 -1.195727 0.140 -0.104 0.122
H 10.292097 4.228159 1.550611 -0.085 -0.068 -0.083
H 9.380232 2.815959 2.161560 0.042 0.027 -0.125
H 9.908907 4.090422 3.272786 -0.189 0.094 0.017
C 6.394726 -6.214704 4.913429 0.082 -0.087 0.252
C 6.817989 -7.409252 4.085870 -0.332 0.371 -0.159
O 7.906665 -8.112573 4.702501 0.035 -0.229 -0.024
C 7.566581 -8.946486 5.686304 0.026 0.162 0.002
O 6.449241 -9.161275 6.083380 0.126 -0.029 -0.038
O 8.685896 -9.496270 6.167744 -0.080 -0.014 -0.072
C 8.476900 -10.373867 7.275024 0.067 -0.188 0.199
H 7.251606 -5.571872 5.123405 -0.007 0.030 -0.132
H 5.637184 -5.634300 4.390891 0.046 -0.013 -0.047
H 5.986584 -6.530997 5.874616 -0.045 -0.085 -0.064
H 7.183663 -7.074395 3.116009 0.230 -0.117 0.075
H 5.981552 -8.083643 3.901068 0.070 -0.096 0.173
H 7.731169 -11.131399 7.041105 -0.080 0.110 0.010
H 8.176919 -9.803957 8.153917 -0.121 -0.038 -0.042
H 9.424856 -10.865094 7.479384 0.069 0.137 -0.146
C -5.722378 10.003135 -7.572478 0.061 -0.049 0.286
C -5.249855 8.844983 -8.426380 -0.360 0.364 -0.194
O -4.142711 8.168073 -7.815901 0.038 -0.211 -0.016
C -4.460760 7.298439 -6.855521 0.010 0.140 0.009
O -5.573639 7.033162 -6.475533 0.125 -0.024 -0.038
O -3.327620 6.778777 -6.375350 -0.076 -0.004 -0.080
C -3.522841 5.869174 -5.292826 0.044 -0.211 0.246
H -4.890794 10.670232 -7.340175 -0.010 0.033 -0.131
H -6.497496 10.569537 -8.089268 0.025 -0.017 -0.029
H -6.127758 9.649647 -6.624149 -0.068 -0.049 -0.070
H -4.887370 9.216232 -9.384166 0.231 -0.116 0.073
H -6.059447 8.145387 -8.635217 0.070 -0.094 0.171
H -4.238408 5.090975 -5.553300 -0.056 0.093 -0.016
H -3.850437 6.411697 -4.405085 -0.111 -0.030 -0.042
H -2.564049 5.401498 -5.080830 0.094 0.169 -0.176